Entry 1:
21
Properties=species:S:1:pos:R:3:nbo_charge:R:1 method="wB97M-V/def2-TZVPD" homo_lumo_gap_ev=8.750 smiles=CCSC.O.O.O lumo_energy_ev=0.354 e_above_lowest_kcal_mol=26.2 e_tot_ev=-20315.1001
C -1.514 -0.008 -1.903 -0.623
C -0.331 0.113 -0.861 -0.562
S -0.641 1.427 0.285 0.208
C 0.274 0.898 1.699 -0.769
H -1.318 -0.831 -2.615 0.211
H -1.759 0.876 -2.484 0.213
H -2.410 -0.325 -1.330 0.239
H 0.725 -0.073 -1.159 0.227
H -0.587 -0.702 -0.154 0.186
H -0.406 1.011 2.553 0.221
H 0.559 -0.178 1.621 0.216
H 1.095 1.561 1.841 0.245
O -3.141 -0.689 0.954 -0.946
H -2.394 -0.123 1.031 0.463
H -3.772 -0.195 1.497 0.467
O 2.240 -1.559 -0.341 -0.968
H 2.700 -2.495 -0.303 0.494
H 1.309 -1.719 -0.243 0.482
O 2.921 1.286 0.136 -0.954
H 3.778 1.345 -0.256 0.466
H 2.674 0.380 0.030 0.484


Entry 2:
13
Properties=species:S:1:pos:R:3:nbo_charge:R:1 method="wB97M-V/def2-TZVPD" homo_lumo_gap_ev=10.465 lumo_energy_ev=0.398 e_above_lowest_kcal_mol=23.0 e_tot_ev=-147387.4786
C -1.199 1.021 -0.677 -0.719
C 0.637 -0.303 0.870 0.330
C -0.528 -0.281 -0.331 -0.088
O 1.497 0.832 0.610 -0.728
O 1.282 -1.524 0.835 -0.688
Br 0.108 -1.193 -2.005 0.015
Br -2.001 -1.484 0.298 0.010
H -1.842 1.345 0.230 0.246
H -1.697 0.921 -1.663 0.246
H -0.398 1.862 -0.875 0.247
H 0.190 -0.291 1.824 0.171
H 2.335 0.562 0.993 0.484
H 1.616 -1.466 -0.108 0.474


Entry 3:
23
Properties=species:S:1:pos:R:3:nbo_charge:R:1 method="wB97M-V/def2-TZVPD" homo_lumo_gap_ev=8.262 lumo_energy_ev=0.150 e_above_lowest_kcal_mol=46.7 e_tot_ev=-27670.2128
C -1.037 2.233 0.645 -0.195
C -0.575 2.552 -0.673 -0.299
C -0.817 1.087 1.311 -0.595
C 0.101 1.989 -1.691 -0.342
C -0.693 -1.547 -2.038 -0.412
C -0.366 -1.889 1.634 -1.106
C 1.993 -0.635 1.040 -1.103
N 0.365 -0.894 -1.296 -0.928
Si 0.152 -0.451 0.484 1.681
S 0.986 0.521 -2.095 0.459
H -1.521 3.125 1.168 0.212
H -1.006 3.520 -1.034 0.217
H -1.000 1.078 2.376 0.227
H 0.523 2.528 -2.447 0.210
H -0.181 -2.357 -2.476 0.196
H -1.397 -1.869 -1.339 0.195
H -1.082 -0.939 -2.817 0.197
H -0.649 -1.228 2.473 0.229
H -1.394 -2.346 1.344 0.226
H 0.376 -2.595 1.976 0.240
H 2.846 -0.705 0.291 0.244
H 2.189 0.304 1.482 0.222
H 2.188 -1.483 1.683 0.228


Entry 4:
40
Properties=species:S:1:pos:R:3:lowdin_spin:R:1 method="wB97M-V/def2-TZVPD" charge=+1 homo_lumo_gap_ev="8.157 / 5.594" multiplicity=3 lumo_energy_ev="-4.755 / -7.425" s2=2.038 e_tot_ev=-62677.9188
Mo -1.278 0.795 0.045 1.008
O -3.397 0.762 -0.504 0.017
C -3.596 0.858 -1.914 0.002
C -2.539 -0.008 -2.551 0.005
C -2.713 -0.670 -3.758 -0.001
C -1.698 -1.494 -4.224 0.003
C -0.548 -1.642 -3.456 0.000
C -0.440 -0.923 -2.281 0.010
N -1.405 -0.112 -1.840 0.014
H -4.159 1.122 -0.017 0.003
H -3.467 1.910 -2.232 0.000
H -4.601 0.512 -2.184 0.000
H -3.629 -0.554 -4.317 0.000
H -1.811 -2.026 -5.157 0.000
H 0.251 -2.297 -3.763 0.000
H 0.442 -0.984 -1.651 0.001
C 3.542 -1.070 0.029 0.000
C 3.169 -0.186 1.207 0.000
S 2.113 1.176 0.616 0.013
O 0.720 0.499 0.611 0.079
C 2.038 2.276 2.079 0.005
C 1.803 1.565 3.391 0.010
H 4.258 -1.820 0.353 0.000
H 3.987 -0.494 -0.779 0.000
H 2.667 -1.598 -0.337 0.000
H 4.053 0.267 1.657 0.000
H 2.602 -0.752 1.947 0.000
H 1.223 2.970 1.857 0.000
H 2.982 2.822 2.063 0.000
H 0.929 0.904 3.340 0.008
H 1.593 2.305 4.160 0.001
H 2.666 0.984 3.703 0.000
S -0.993 2.761 -0.821 -0.138
F 1.203 -1.786 3.376 0.344
Te -0.475 -1.047 2.256 0.193
F -1.204 1.372 1.943 0.109
F 0.643 -2.051 0.926 0.044
F -1.111 -2.789 2.549 0.002
F -2.331 -0.717 3.043 0.188
O -1.490 -0.839 0.636 0.079